Record 1
{"formula": "C23H29N3O5S", "method": "wB97M-V/def2-TZVPD", "e_above_lowest_kj_mol": 0.0, "lumo_energy_ev": 3.129, "charge": -2, "orbital_gap_ev": 3.0, "species": ["C", "C", "C", "C", "C", "C", "C", "O", "C", "C", "C", "C", "C", "C", "C", "C", "N", "C", "N", "S", "N", "C", "H", "H", "H", "H", "H", "H", "H", "H", "H", "H", "H", "H", "H", "H", "H", "H", "H", "H", "H", "H", "H", "H", "H", "H", "H", "H", "H", "C", "C", "C", "O", "C", "C", "C", "O", "O", "O", "H", "H"], "xyz": [[2.40, 2.46, -2.29], [3.33, 1.33, -2.94], [3.51, -0.01, -2.06], [2.17, -0.20, -1.16], [0.94, -0.85, -1.82], [1.00, -1.36, -3.36], [-0.41, -1.02, -0.99], [-1.59, -1.60, -1.54], [-2.57, -0.60, -1.94], [-4.00, -0.75, -1.21], [-4.58, -2.27, -1.28], [-5.05, 0.33, -1.82], [-4.61, 1.85, -1.40], [-3.89, 2.65, -2.61], [-5.99, 2.67, -1.08], [-0.37, -0.47, 0.47], [-1.63, -0.56, 1.29], [0.90, 0.18, 1.11], [1.14, 0.75, 2.41], [2.75, 1.35, 2.50], [3.39, 1.00, 0.95], [2.24, 0.35, 0.31], [1.29, 2.17, -2.22], [2.43, 3.39, -2.98], [2.81, 2.78, -1.27], [4.38, 1.76, -3.19], [2.89, 1.03, -3.96], [4.43, -0.01, -1.38], [3.58, -0.96, -2.70], [1.65, -2.29, -3.49], [-0.09, -1.53, -3.71], [1.44, -0.53, -4.03], [-2.16, 0.48, -1.88], [-2.77, -0.78, -3.07], [-3.94, -0.51, -0.08], [-5.29, -2.43, -2.16], [-5.19, -2.49, -0.33], [-3.70, -3.01, -1.26], [-6.06, 0.11, -1.31], [-5.07, 0.18, -2.95], [-3.96, 1.84, -0.44], [-4.48, 3.57, -2.96], [-2.88, 3.03, -2.22], [-3.80, 1.93, -3.49], [-6.44, 2.91, -2.10], [-6.68, 2.02, -0.44], [-5.67, 3.64, -0.56], [-1.42, -0.21, 2.24], [-2.23, 0.20, 0.89], [5.76, -2.21, 6.72], [5.71, -3.02, 5.63], [4.71, -2.55, 4.56], [4.57, -3.10, 3.47], [3.86, -1.39, 4.87], [3.90, -0.59, 5.98], [4.98, -0.99, 6.99], [5.22, -0.36, 8.02], [3.17, 0.41, 6.24], [6.39, -4.06, 5.40], [6.45, -2.46, 7.53], [3.13, -1.18, 4.10]], "nbo_charge": [-0.63, -0.40, -0.45, 0.00, -0.06, -0.66, 0.26, -0.54, -0.08, -0.23, -0.64, -0.41, -0.21, -0.64, -0.62, 0.11, -0.82, 0.07, -0.59, 0.95, -0.60, 0.11, 0.22, 0.20, 0.23, 0.20, 0.19, 0.25, 0.21, 0.23, 0.22, 0.21, 0.20, 0.17, 0.21, 0.20, 0.21, 0.24, 0.21, 0.20, 0.21, 0.21, 0.22, 0.21, 0.20, 0.21, 0.21, 0.39, 0.35, -0.55, 0.35, 0.46, -0.65, -0.55, 0.37, 0.45, -0.67, -0.74, -0.74, 0.18, 0.17]}

Record 2
{"formula": "C18H14N2O4", "method": "wB97M-V/def2-TZVPD", "smiles": "COc1ccc2c(c1)C(=O)C(c1[nH]c3ccc(OC)cc3c1O)=N2", "e_above_lowest_kj_mol": 161.6, "lumo_energy_ev": -1.610, "orbital_gap_ev": 6.0, "species": ["O", "N", "O", "O", "O", "C", "C", "C", "C", "C", "C", "C", "C", "C", "C", "C", "C", "C", "C", "C", "C", "N", "C", "C", "H", "H", "H", "H", "H", "H", "H", "H", "H", "H", "H", "H", "H", "H"], "xyz": [[-1.10, 1.82, -1.90], [-0.47, 0.76, 1.40], [1.41, -1.28, 1.55], [-4.26, 4.83, 1.27], [4.36, -4.75, -1.70], [-0.98, 1.70, -0.67], [-0.21, 0.70, 0.10], [1.36, -1.28, 0.17], [0.68, -0.34, -0.50], [-2.08, 2.24, 2.72], [-3.01, 3.31, 2.68], [3.14, -3.25, -3.08], [-2.71, 3.43, 0.30], [2.99, -3.11, -0.64], [2.23, -2.21, -3.23], [-1.37, 1.83, 1.56], [-3.31, 3.89, 1.48], [3.50, -3.69, -1.79], [-1.72, 2.45, 0.36], [2.07, -2.06, -0.80], [1.70, -1.62, -2.08], [0.89, -0.53, -1.90], [-4.83, 5.45, 2.44], [3.86, -5.95, -1.09], [0.77, -0.60, 1.89], [-1.96, 1.71, 3.64], [-3.50, 3.59, 3.57], [3.53, -3.66, -4.02], [-3.05, 3.83, -0.63], [3.28, -3.46, 0.33], [2.08, -1.86, -4.21], [0.43, 0.00, -2.62], [-5.60, 6.19, 2.11], [-4.07, 5.98, 2.97], [-5.29, 4.73, 3.09], [2.98, -6.30, -1.64], [3.62, -5.78, -0.04], [4.64, -6.70, -1.11]], "nbo_charge": [-0.49, -0.45, -0.68, -0.49, -0.53, 0.50, 0.17, 0.31, 0.01, -0.18, -0.28, -0.23, -0.19, -0.23, -0.23, 0.11, 0.29, 0.26, -0.13, -0.09, 0.15, -0.53, -0.26, -0.24, 0.52, 0.22, 0.22, 0.23, 0.24, 0.23, 0.22, 0.43, 0.21, 0.18, 0.18, 0.18, 0.17, 0.20]}

Record 3
{"formula": "C8H14O", "method": "wB97M-V/def2-TZVPD", "e_above_lowest_kj_mol": 478.9, "lumo_energy_ev": 0.815, "orbital_gap_ev": 9.0, "species": ["C", "C", "C", "C", "C", "C", "C", "C", "O", "H", "H", "H", "H", "H", "H", "H", "H", "H", "H", "H", "H", "H", "H"], "xyz": [[-0.71, -0.01, -0.65], [-1.59, -0.94, -0.59], [0.44, 0.28, 0.21], [1.12, -3.43, 1.23], [1.06, 1.51, 0.37], [-2.65, -1.14, -1.59], [0.64, 2.82, -0.18], [2.23, 1.68, 1.24], [1.74, -2.76, 0.28], [-0.90, 0.75, -1.35], [-1.55, -1.63, 0.25], [0.89, -0.44, 0.85], [1.74, -4.16, 1.68], [-3.55, -0.54, -1.36], [-2.13, -0.70, -2.43], [-2.79, -2.19, -1.90], [0.58, 2.72, -1.29], [1.30, 3.56, 0.01], [-0.29, 3.10, 0.13], [2.13, 0.93, 1.99], [2.35, 2.65, 1.71], [3.15, 1.41, 0.58], [1.25, -2.00, -0.22]], "nbo_charge": [-0.24, -0.16, -0.28, 0.08, 0.08, -0.65, -0.65, -0.65, -0.67, 0.19, 0.20, 0.19, 0.08, 0.22, 0.21, 0.22, 0.22, 0.21, 0.23, 0.22, 0.22, 0.22, 0.52]}

Record 4
{"formula": "C6H6O5Ti", "method": "wB97M-V/def2-TZVPD", "e_above_lowest_kj_mol": 0.0, "lumo_energy_ev": [-17.305, -17.031], "charge": 3, "multiplicity": 2, "orbital_gap_ev": [6.0, 6.3], "s2": 0.76, "species": ["O", "C", "Ti", "O", "C", "C", "O", "C", "O", "C", "C", "O", "H", "H", "H", "H", "H", "H"], "xyz": [[0.60, 1.78, 2.70], [0.44, 1.36, 1.63], [0.09, 0.27, -0.12], [0.17, 2.99, -1.79], [0.10, 2.01, -1.18], [-1.72, -0.23, 0.59], [-2.62, -0.77, 1.10], [-0.45, -0.69, -1.91], [-0.78, -1.41, -2.77], [1.55, -3.92, 1.05], [0.71, -2.92, 0.24], [0.81, -1.52, 0.75], [2.61, -3.70, 0.99], [1.40, -4.92, 0.65], [1.25, -3.95, 2.10], [1.05, -2.87, -0.79], [-0.33, -3.21, 0.23], [1.12, -1.64, 1.66]], "nbo_charge": [-0.13, 0.47, 1.28, -0.10, 0.46, 0.48, -0.14, 0.48, -0.14, -0.67, -0.08, -0.74, 0.26, 0.31, 0.25, 0.21, 0.22, 0.58]}

Record 5
{"formula": "C7H8O", "method": "wB97M-V/def2-TZVPD", "smiles": "C=C1C=COC12CC2", "e_above_lowest_kj_mol": 462.7, "lumo_energy_ev": 1.121, "orbital_gap_ev": 8.9, "species": ["C", "C", "C", "C", "C", "C", "C", "H", "H", "H", "H", "H", "H", "H", "H", "O"], "xyz": [[0.98, 1.80, -0.23], [0.78, 0.58, 0.06], [1.86, -0.38, 0.07], [1.39, -1.60, -0.11], [-0.42, -0.39, 0.01], [-1.75, -0.20, 0.71], [-1.82, -0.05, -0.67], [0.06, 2.35, -0.51], [1.94, 2.16, 0.33], [2.85, -0.13, 0.40], [2.03, -2.44, -0.11], [-1.96, 0.72, 1.36], [-2.02, -1.10, 1.26], [-2.34, -0.81, -1.48], [-1.63, 1.10, -0.85], [0.03, -1.61, -0.23]], "nbo_charge": [-0.45, -0.03, -0.32, 0.14, 0.22, -0.44, -0.42, 0.20, 0.22, 0.22, 0.21, 0.21, 0.23, 0.25, 0.22, -0.47]}

Record 6
{"formula": "C4H5BrN2", "method": "wB97M-V/def2-TZVPD", "e_above_lowest_kj_mol": 603.2, "lumo_energy_ev": [-0.246, -0.232], "orbital_gap_ev": [7.4, 7.7], "species": ["C", "C", "C", "C", "N", "N", "Br", "H", "H", "H", "H", "H"], "xyz": [[0.70, -0.92, 1.75], [-0.81, -0.62, 1.27], [1.82, -0.72, 1.15], [-0.48, 0.90, -1.85], [-0.98, -0.18, 0.16], [-0.31, -0.13, -0.88], [2.81, 0.13, -0.07], [0.50, -1.05, 2.76], [-1.65, -0.80, 1.90], [-0.77, 1.86, -1.29], [0.39, 0.95, -2.40], [-1.20, 0.57, -2.49]], "nbo_charge": [-0.39, 0.00, -0.09, -0.43, -0.12, -0.20, 0.19, 0.23, 0.20, 0.18, 0.21, 0.21]}

Record 7
{"formula": "C46H69O35", "method": "wB97M-V/def2-TZVPD", "e_above_lowest_kj_mol": 9.2, "lumo_energy_ev": 1.610, "charge": -1, "orbital_gap_ev": 8.6, "species": ["C", "C", "O", "O", "H", "H", "H", "C", "C", "C", "O", "C", "O", "O", "H", "H", "H", "H", "H", "H", "C", "C", "C", "O", "C", "O", "O", "H", "H", "H", "H", "H", "H", "C", "C", "C", "O", "C", "O", "O", "H", "H", "H", "H", "H", "H", "C", "C", "C", "O", "C", "O", "O", "H", "H", "H", "H", "H", "H", "C", "C", "C", "O", "C", "O", "O", "H", "H", "H", "H", "H", "H", "C", "C", "C", "O", "C", "O", "O", "H", "H", "H", "H", "H", "H", "C", "C", "C", "O", "C", "O", "O", "H", "H", "H", "H", "H", "H", "C", "C", "C", "O", "C", "O", "O", "H", "H", "H", "H", "H", "H", "C", "C", "C", "O", "C", "O", "O", "H", "H", "H", "H", "H", "H", "C", "C", "C", "O", "C", "O", "O", "H", "H", "H", "H", "H", "H", "C", "C", "C", "O", "C", "O", "O", "H", "H", "H", "H", "H", "H"], "xyz": [[-0.11, -0.14, 0.31], [0.36, 0.10, -1.09], [-0.29, 0.96, -1.74], [1.45, -0.40, -1.46], [-1.03, 0.39, 0.57], [0.62, 0.21, 1.04], [-0.26, -1.22, 0.40], [-0.51, -4.93, -1.94], [0.75, -5.01, -1.05], [1.28, -3.69, -0.64], [1.50, -3.85, 0.76], [0.86, -4.84, 1.20], [0.66, -5.11, 2.39], [0.21, -5.44, 0.19], [-0.28, -4.55, -2.94], [-1.29, -4.30, -1.53], [-0.95, -5.92, -2.10], [1.55, -5.72, -1.26], [0.70, -2.80, -0.88], [2.24, -3.44, -1.07], [4.45, -2.09, -2.54], [5.35, -3.22, -1.82], [5.90, -2.81, -0.43], [5.50, -3.90, 0.40], [4.65, -4.69, -0.31], [3.88, -5.56, 0.14], [4.56, -4.31, -1.53], [3.60, -1.80, -1.92], [4.18, -2.34, -3.57], [4.99, -1.14, -2.62], [6.20, -3.65, -2.36], [5.41, -1.87, -0.16], [6.98, -2.73, -0.56], [3.62, -0.68, 2.12], [4.26, 0.64, 1.96], [4.17, 1.31, 0.61], [3.69, 2.62, 0.97], [3.20, 2.62, 2.22], [2.66, 3.57, 2.76], [3.44, 1.47, 2.76], [3.65, -1.00, 3.16], [4.04, -1.46, 1.48], [2.56, -0.78, 1.90], [5.29, 0.71, 2.29], [3.47, 0.82, -0.06], [5.15, 1.36, 0.13], [-1.81, 3.60, -3.52], [-3.08, 2.80, -3.35], [-3.13, 2.03, -2.04], [-4.51, 1.98, -1.86], [-5.09, 3.10, -2.40], [-6.20, 3.49, -2.07], [-4.19, 3.63, -3.21], [-1.75, 4.03, -4.52], [-1.00, 2.88, -3.54], [-1.69, 4.25, -2.65], [-3.23, 2.10, -4.18], [-2.58, 2.59, -1.29], [-2.73, 1.01, -2.10], [1.20, 5.45, 0.32], [-0.06, 4.63, -0.08], [-0.35, 3.42, 0.83], [-1.66, 3.47, 1.16], [-2.20, 4.66, 0.71], [-3.34, 4.97, 0.88], [-1.24, 5.38, 0.22], [2.10, 4.97, -0.07], [1.30, 5.72, 1.37], [1.09, 6.44, -0.13], [-0.02, 4.24, -1.10], [0.26, 3.47, 1.73], [-0.12, 2.47, 0.35], [-1.32, -3.77, 5.42], [-2.19, -3.20, 4.34], [-1.40, -2.36, 3.35], [-1.84, -2.79, 2.09], [-2.46, -3.96, 2.20], [-2.97, -4.58, 1.25], [-2.66, -4.23, 3.53], [-0.98, -2.98, 6.10], [-0.39, -4.19, 5.03], [-1.84, -4.53, 6.01], [-2.99, -2.57, 4.74], [-0.33, -2.54, 3.48], [-1.60, -1.31, 3.56], [3.53, 1.27, -3.63], [2.26, 2.13, -3.63], [2.23, 3.19, -2.48], [1.90, 4.40, -3.16], [2.01, 4.22, -4.45], [1.81, 5.13, -5.24], [2.26, 2.92, -4.76], [3.59, 0.81, -2.64], [4.48, 1.78, -3.78], [3.32, 0.44, -4.31], [1.36, 1.51, -3.66], [3.19, 3.19, -1.97], [1.53, 2.80, -1.73], [-0.37, -1.15, -4.61], [1.14, -0.99, -4.96], [1.90, -2.20, -5.58], [2.69, -1.61, -6.52], [2.23, -0.39, -6.81], [2.47, 0.15, -7.86], [1.26, 0.00, -5.98], [-0.82, -0.25, -4.19], [-0.58, -1.93, -3.88], [-0.95, -1.33, -5.51], [1.60, -0.57, -4.06], [1.16, -2.86, -6.04], [2.41, -2.75, -4.80], [0.67, 2.96, 6.72], [-0.04, 1.84, 5.92], [-0.02, 2.04, 4.45], [0.44, 0.81, 3.87], [0.85, -0.03, 4.86], [1.49, -1.07, 4.70], [0.73, 0.65, 6.02], [0.10, 3.88, 6.66], [1.58, 3.19, 6.17], [0.93, 2.68, 7.74], [-0.97, 1.47, 6.35], [0.60, 2.87, 4.10], [-1.05, 2.26, 4.17], [-4.43, 1.55, 2.47], [-3.96, 1.95, 3.90], [-4.99, 1.95, 4.97], [-4.49, 1.12, 6.00], [-3.45, 0.37, 5.52], [-2.96, -0.58, 6.05], [-3.19, 0.79, 4.32], [-5.10, 0.69, 2.51], [-3.52, 1.22, 1.98], [-4.77, 2.31, 1.77], [-3.23, 2.77, 3.89], [-5.92, 1.48, 4.66], [-5.29, 2.91, 5.37], [-4.78, -1.34, -0.37], [-4.53, -1.65, -1.88], [-3.10, -1.50, -2.39], [-2.92, -2.62, -3.21], [-3.96, -3.48, -3.08], [-4.04, -4.63, -3.54], [-4.76, -2.98, -2.21], [-5.81, -1.54, -0.07], [-4.45, -0.33, -0.10], [-4.18, -1.97, 0.28], [-5.10, -1.00, -2.55], [-2.44, -1.48, -1.52], [-2.89, -0.60, -2.97]], "lowdin_charge": [-0.01, -0.75, -0.07, -0.05, 0.07, 0.06, 0.06, 0.01, -0.28, -0.09, 0.11, -0.61, 0.11, 0.08, 0.08, 0.08, 0.09, 0.16, 0.12, 0.11, 0.02, -0.27, -0.09, 0.08, -0.54, 0.13, 0.09, 0.06, 0.07, 0.07, 0.15, 0.11, 0.13, 0.00, -0.30, -0.07, 0.06, -0.58, 0.12, 0.10, 0.09, 0.07, 0.09, 0.16, 0.12, 0.14, 0.01, -0.33, -0.12, 0.04, -0.51, 0.12, 0.11, 0.10, 0.08, 0.09, 0.16, 0.13, 0.09, 0.01, -0.24, -0.15, 0.04, -0.57, 0.16, 0.11, 0.07, 0.08, 0.08, 0.12, 0.11, 0.11, -0.01, -0.34, -0.10, 0.06, -0.49, 0.09, 0.09, 0.09, 0.09, 0.09, 0.13, 0.12, 0.12, 0.00, -0.32, -0.07, 0.09, -0.55, 0.11, 0.09, 0.05, 0.10, 0.07, 0.12, 0.12, 0.11, 0.00, -0.28, -0.12, 0.08, -0.57, 0.15, 0.09, 0.07, 0.07, 0.09, 0.10, 0.14, 0.12, 0.01, -0.30, -0.10, 0.06, -0.50, 0.12, 0.07, 0.09, 0.09, 0.09, 0.15, 0.12, 0.11, 0.01, -0.25, -0.11, 0.07, -0.59, 0.16, 0.06, 0.09, 0.07, 0.09, 0.15, 0.14, 0.14, 0.02, -0.28, -0.12, 0.05, -0.55, 0.11, 0.12, 0.09, 0.07, 0.07, 0.15, 0.14, 0.11]}

Record 8
{"formula": "C8H23N5OPd", "method": "wB97M-V/def2-TZVPD", "lumo_energy_ev": 0.837, "orbital_gap_ev": 6.8, "species": ["Pd", "N", "C", "C", "N", "C", "C", "N", "C", "C", "N", "H", "H", "H", "H", "H", "H", "H", "H", "H", "H", "H", "H", "H", "H", "H", "H", "H", "H", "C", "C", "N", "O", "H", "H", "H", "H", "H"], "xyz": [[-0.25, 0.57, -0.11], [1.51, -0.67, -1.62], [2.06, -1.88, -1.05], [2.41, -1.67, 0.44], [1.22, -1.18, 1.11], [0.29, -2.25, 1.44], [-1.15, -1.95, 1.00], [-1.25, -1.75, -0.43], [1.39, -0.27, 2.23], [2.37, 0.91, 1.99], [2.38, 1.55, 0.70], [0.92, -0.86, -2.43], [2.23, 0.00, -1.87], [2.97, -2.24, -1.58], [1.30, -2.66, -1.10], [3.20, -0.93, 0.52], [2.78, -2.61, 0.87], [0.29, -2.45, 2.52], [0.61, -3.17, 0.94], [-1.47, -1.01, 1.48], [-1.80, -2.77, 1.37], [-2.18, -1.43, -0.69], [-1.01, -2.59, -0.95], [1.74, -0.81, 3.13], [0.40, 0.15, 2.43], [3.39, 0.60, 2.22], [2.11, 1.68, 2.73], [2.89, 0.99, 0.03], [1.42, 1.67, 0.32], [-2.59, 2.23, 3.48], [-1.94, 1.93, 2.15], [-0.82, 2.61, 1.86], [-2.37, 1.10, 1.36], [-2.12, 3.06, 4.00], [-2.55, 1.34, 4.11], [-3.64, 2.45, 3.31], [-0.37, 3.27, 2.47], [-0.40, 2.38, 0.94]], "nbo_charge": [0.05, -0.85, -0.22, -0.22, -0.48, -0.22, -0.24, -0.87, -0.23, -0.23, -0.83, 0.38, 0.36, 0.18, 0.18, 0.19, 0.17, 0.18, 0.18, 0.22, 0.16, 0.38, 0.35, 0.16, 0.20, 0.19, 0.19, 0.34, 0.33, -0.70, 0.68, -0.82, -0.65, 0.21, 0.24, 0.24, 0.40, 0.38]}

| no. | strongest force on any atom (eV Å⁻¹) |
| --- | --- |
| 1 | 5.86 |
| 2 | 4.04 |
| 3 | 4.71 |
| 4 | 9.71 |
| 5 | 5.63 |
| 6 | 4.91 |
| 7 | 5.58 |
| 8 | 0.76 |